Molecular formula: C23H32CdCl2N3O7PS2
Method: DFT, ωB97M-V with the def2-TZVPD basis set

As for the total charge: -1. As for the multiplicity: 2. The value obtained for the energy above the lowest of the compared OMol25 structures with the same formula, charge and spin is 175.0 kJ/mol.

Element x y z (Å)
Cd1 0.583 0.218 0.820
Cl1 0.792 -0.204 3.560
C1 0.322 1.403 4.169
Cl2 0.041 2.535 2.845
H1 1.138 1.782 4.783
H2 -0.609 1.297 4.723
O1 -4.514 -2.127 0.767
C2 -4.759 -0.808 0.855
C3 -6.078 -0.380 0.758
C4 -6.402 0.967 0.816
C5 -5.401 1.910 1.001
C6 -4.090 1.500 1.113
C7 -3.732 0.146 1.030
C8 -2.315 -0.217 1.118
O2 -1.438 0.717 1.182
N1 -2.044 -1.515 1.120
N2 -0.728 -1.828 1.291
C9 -0.451 -3.083 1.302
S1 -1.718 -4.317 1.005
C10 -0.569 -5.744 1.135
C11 0.846 -5.269 0.901
S2 1.052 -3.738 1.893
H3 -3.531 -2.246 0.891
H4 -6.844 -1.130 0.626
H5 -7.434 1.280 0.726
H6 -5.644 2.964 1.055
H7 -3.295 2.216 1.275
H8 -0.888 -6.478 0.397
H9 -0.676 -6.168 2.136
H10 1.022 -5.013 -0.144
H11 1.587 -5.994 1.235
C12 1.312 -2.591 -2.909
C13 1.520 -1.397 -1.979
C14 2.322 -0.291 -2.666
O3 0.264 -0.835 -1.590
C15 2.375 -1.821 -0.731
O4 3.299 -2.604 -0.930
O5 2.072 -1.281 0.366
H12 0.952 -2.262 -3.884
H13 0.589 -3.287 -2.483
H14 2.263 -3.107 -3.021
H15 1.913 -0.067 -3.653
H16 3.357 -0.611 -2.772
H17 2.280 0.605 -2.048
H18 -0.212 -1.504 -1.076
O6 2.313 1.500 1.644
N3 3.554 1.682 1.283
C16 4.078 2.945 1.329
C17 5.383 3.181 1.001
C18 6.218 2.132 0.613
C19 5.662 0.842 0.593
C20 4.357 0.642 0.932
H19 3.392 3.712 1.650
H20 5.765 4.188 1.052
H21 7.248 2.303 0.350
H22 6.263 -0.009 0.317
H23 3.879 -0.327 0.937
C21 -2.089 1.131 -1.922
P1 -0.769 2.359 -1.642
C22 -1.674 3.885 -1.168
C23 -0.074 2.697 -3.311
O7 0.319 2.037 -0.696
H24 -2.773 1.490 -2.688
H25 -2.637 0.974 -0.997
H26 -1.642 0.190 -2.231
H27 -2.446 4.130 -1.892
H28 -0.977 4.715 -1.076
H29 -2.130 3.697 -0.200
H30 -0.831 3.052 -4.004
H31 0.372 1.780 -3.687
H32 0.709 3.443 -3.197

=====

Molecular formula: C23H32Cl5GeN2RuS3Si3
Method: DFT, ωB97M-V with the def2-TZVPD basis set

As for the total charge: +2. As for the multiplicity: 6. The value obtained for the energy above the lowest of the compared OMol25 structures with the same formula, charge and spin is 93.9 kJ/mol.

Element x y z (Å)
Ru1 0.591 -0.145 0.478
Cl1 4.084 -0.023 -1.268
C1 3.797 -0.832 0.227
C2 2.563 -0.713 0.858
C3 2.428 -1.368 2.063
Cl2 0.831 -1.106 2.815
C4 3.387 -2.132 2.693
Cl3 3.080 -2.892 4.189
C5 4.613 -2.243 2.031
Cl4 5.855 -3.175 2.732
C6 4.819 -1.589 0.807
Cl5 6.336 -1.725 0.031
S1 0.971 5.703 1.310
C7 1.128 4.443 0.240
S2 -0.113 3.287 -0.122
C8 1.045 2.355 -0.995
N1 2.221 2.902 -1.086
N2 2.255 4.074 -0.427
C9 3.457 4.825 -0.468
C10 3.403 6.213 -0.610
C11 4.591 6.924 -0.625
C12 5.799 6.251 -0.520
C13 5.836 4.859 -0.414
C14 4.666 4.132 -0.402
S3 0.676 0.740 -1.587
H1 2.460 6.717 -0.780
H2 4.574 7.998 -0.748
H3 6.726 6.809 -0.542
H4 6.785 4.347 -0.339
H5 4.667 3.052 -0.325
C15 -3.174 -4.308 0.214
Si1 -1.494 -3.678 -0.278
C16 -0.164 -3.996 0.994
C17 -0.973 -4.157 -1.995
Ge1 -1.654 -1.140 -0.044
Si2 -3.003 -0.384 1.821
C18 -4.799 -0.340 1.284
C19 -2.458 1.303 2.435
C20 -2.799 -1.662 3.180
Si3 -2.758 -0.870 -2.283
C21 -2.993 0.993 -2.197
C22 -1.606 -1.342 -3.669
C23 -4.383 -1.774 -2.342
H6 -3.198 -5.381 -0.016
H7 -3.988 -3.845 -0.338
H8 -3.363 -4.196 1.282
H9 -0.002 -5.082 1.009
H10 -0.452 -3.691 2.000
H11 0.786 -3.527 0.732
H12 -0.623 -5.194 -1.959
H13 -0.149 -3.548 -2.371
H14 -1.796 -4.119 -2.709
H15 -4.975 0.318 0.432
H16 -5.419 0.028 2.108
H17 -5.162 -1.338 1.026
H18 -3.010 2.097 1.925
H19 -1.392 1.501 2.329
H20 -2.692 1.370 3.502
H21 -3.210 -2.636 2.913
H22 -3.365 -1.296 4.043
H23 -1.768 -1.809 3.512
H24 -2.041 1.522 -2.256
H25 -3.541 1.329 -1.319
H26 -3.583 1.271 -3.080
H27 -0.548 -1.320 -3.402
H28 -1.750 -0.621 -4.481
H29 -1.834 -2.333 -4.061
H30 -5.012 -1.574 -1.473
H31 -4.269 -2.852 -2.459
H32 -4.920 -1.409 -3.225